DFT (wB97M-V/def2-TZVPD) results for C41H41BCoO2P2 as an isolated structure at a distorted geometry.

Output
LUMO (spin up / spin down), eV: 0.454 / -0.217
Expectation value of S²: 3.7617
Total charge: 0
Calculated total energy, eV: -104156.037
F_max, hartree/bohr: 0.0468
Spin multiplicity: 4

Positions of all 88 atoms, in Å:
Co: 3.58989 -2.70491 0.72631
C: 5.19156 -2.67551 -0.59477
C: 4.28156 -1.60040 -0.77018
C: 3.23658 -1.55060 -1.86994
C: 1.85964 -2.15000 -1.49955
C: 1.93206 -3.24559 -0.47281
C: 2.84515 -4.29961 -0.51138
C: 3.80477 -4.56139 -1.64504
C: 5.21300 -3.95927 -1.38531
C: 3.56066 -3.09348 2.78309
H: 6.17995 -2.42315 -0.17257
H: 4.62134 -0.60874 -0.42064
H: 3.63630 -2.02797 -2.77529
H: 3.07960 -0.49075 -2.11551
H: 1.20632 -1.35354 -1.11406
H: 1.36600 -2.48492 -2.42336
H: 1.05908 -3.33785 0.18365
H: 2.71298 -5.13413 0.19488
H: 3.41359 -4.19697 -2.60751
H: 3.90549 -5.65411 -1.75217
H: 5.79665 -4.69353 -0.80943
H: 5.74614 -3.83311 -2.34288
H: 3.84171 -2.28956 3.46902
H: 3.09805 -3.88215 3.38768
H: 2.71785 -2.68858 2.13574
P: -2.52980 4.24809 -0.12901
P: -4.69788 1.93183 0.58798
C: -3.52298 3.45346 -1.41837
C: -4.47280 2.53280 -1.10449
C: -2.60599 6.02903 -0.62595
C: -2.89276 6.43825 -1.93700
C: -2.84045 7.79580 -2.27298
C: -2.56689 8.75512 -1.29301
C: -2.35220 8.35520 0.03241
C: -2.38141 7.00203 0.37214
C: -0.85059 3.72187 -0.62795
C: -0.54705 2.36636 -0.40029
C: 0.68830 1.85236 -0.78687
C: 1.63545 2.68682 -1.39756
C: 1.33436 4.03697 -1.61300
C: 0.10179 4.56076 -1.21486
C: -6.55772 2.05608 0.63987
C: -7.09262 3.36056 0.66357
C: -8.47068 3.55286 0.56896
C: -9.33555 2.45462 0.47951
C: -8.80754 1.16120 0.50010
C: -7.42674 0.95620 0.60352
C: -4.46572 0.13576 0.40648
C: -4.28273 -0.60942 1.58811
C: -4.19594 -1.99705 1.52386
C: -4.26616 -2.65223 0.28817
C: -4.41304 -1.90464 -0.88508
C: -4.48497 -0.51032 -0.83168
H: -3.28987 3.71257 -2.45486
H: -5.18433 2.15506 -1.84631
H: -3.15632 5.70723 -2.69914
H: -3.01475 8.09621 -3.30598
H: -2.52056 9.81178 -1.56201
H: -2.15683 9.10293 0.80177
H: -2.22916 6.68768 1.40698
H: -1.28771 1.71925 0.07057
H: 0.92606 0.80186 -0.61378
H: 2.60347 2.28157 -1.70783
H: 2.06383 4.68854 -2.09392
H: -0.12216 5.61518 -1.37121
H: -6.42225 4.22141 0.72320
H: -8.87735 4.56320 0.56308
H: -10.41336 2.60633 0.39773
H: -9.47002 0.29942 0.43656
H: -7.03020 -0.06060 0.62595
H: -4.22482 -0.09191 2.54516
H: -4.07180 -2.57373 2.44112
H: -4.20237 -3.74171 0.24117
H: -4.46687 -2.40738 -1.84950
H: -4.56958 0.06615 -1.74921
O: 6.15450 -3.25372 2.45272
B: 4.83357 -3.75727 2.15097
O: 4.94635 -5.20589 1.95904
C: 6.26514 -5.50686 2.10868
C: 6.88725 -6.75073 2.13953
C: 8.22679 -6.79070 2.54001
C: 8.93723 -5.62426 2.82461
C: 8.34634 -4.36701 2.67542
C: 6.98847 -4.32640 2.39099
H: 6.33769 -7.64917 1.87162
H: 8.73664 -7.75391 2.62043
H: 9.97533 -5.67626 3.16509
H: 8.88603 -3.42944 2.78682


DFT (wB97M-V/def2-TZVPD) results for C41H41Ge2O2P2S3Sn as an isolated structure.

Output
LUMO (spin up / spin down), eV: 0.045 / -1.015
Expectation value of S²: 0.7649
Total charge: 0
Calculated total energy, eV: -217227.731
F_max, hartree/bohr: 0.0047
Spin multiplicity: 2

Positions of all 92 atoms, in Å:
Sn: 0.03661 -2.70408 -0.08561
S: 0.33578 -6.05221 3.09549
C: 0.22111 -4.87450 1.97956
S: -1.28675 -4.07642 1.55682
S: 1.61641 -4.26621 1.09787
O: 2.39958 -1.24921 -0.79557
P: 2.35423 0.20276 -1.12100
C: 1.28130 1.09067 0.05989
P: 1.22121 0.16754 1.62837
O: 0.37584 -1.06398 1.43366
C: 2.90904 -0.12259 2.14637
C: 3.84508 0.91173 2.11839
C: 5.14895 0.67494 2.51806
C: 5.51965 -0.59562 2.94250
C: 4.58896 -1.62292 2.97371
C: 3.27907 -1.39020 2.57933
C: 0.45110 1.23887 2.84825
C: -0.94029 1.28106 2.84411
C: -1.62214 2.06661 3.75747
C: -0.91111 2.81746 4.68369
C: 0.47580 2.76702 4.70392
C: 1.16011 1.97532 3.79366
C: 3.97920 0.97595 -1.01094
C: 5.06909 0.11114 -0.98519
C: 6.35481 0.61832 -0.87047
C: 6.55555 1.98726 -0.77811
C: 5.47031 2.85470 -0.80069
C: 4.18517 2.35024 -0.91557
C: 1.72011 0.50632 -2.78012
C: 1.86797 1.72122 -3.44429
C: 1.38611 1.86970 -4.73417
C: 0.76343 0.80253 -5.36947
C: 0.62114 -0.41140 -4.71429
C: 1.09781 -0.56263 -3.42001
H: 0.25325 1.09104 -0.32367
H: 1.58061 2.12888 0.21286
H: 3.56797 1.90174 1.77477
H: 5.87552 1.47646 2.48751
H: 6.54133 -0.78368 3.24713
H: 4.87734 -2.61418 3.29756
H: 2.55600 -2.19612 2.58291
H: -1.48851 0.66701 2.14483
H: -2.70490 2.07366 3.75359
H: -1.43898 3.43063 5.40267
H: 1.02928 3.33259 5.44198
H: 2.23925 1.92116 3.84053
H: 4.89524 -0.95701 -1.02831
H: 7.19893 -0.05816 -0.84356
H: 7.55896 2.38212 -0.68391
H: 5.62557 3.92303 -0.72358
H: 3.34677 3.03825 -0.91265
H: 2.37041 2.55308 -2.96764
H: 1.50406 2.81470 -5.24841
H: 0.39751 0.91715 -6.38185
H: 0.14746 -1.24794 -5.21281
H: 1.00413 -1.51014 -2.90358
C: -4.41664 -4.03107 -1.33567
Ge: -3.63291 -2.44661 -2.17584
C: -5.02475 -1.41226 -3.10771
C: -2.29812 -3.00516 -3.50190
Ge: -2.60414 -1.14267 -0.41231
C: -2.34727 0.71834 -0.97065
C: -2.59284 1.79584 -0.11674
C: -2.33268 3.10023 -0.51437
C: -1.83418 3.35431 -1.78542
C: -1.61400 2.29813 -2.66021
C: -1.86682 0.99640 -2.25290
C: -3.73623 -1.10291 1.19400
C: -5.08667 -0.78223 1.03487
C: -5.93300 -0.69060 2.13073
C: -5.43879 -0.91958 3.40774
C: -4.10207 -1.24766 3.58027
C: -3.25844 -1.34124 2.48021
H: -4.88836 -4.66109 -2.09159
H: -5.16797 -3.74722 -0.59844
H: -3.64710 -4.61278 -0.82648
H: -5.27017 -1.91492 -4.04545
H: -4.69359 -0.39875 -3.33452
H: -5.93159 -1.35197 -2.50560
H: -2.71564 -3.79369 -4.12995
H: -1.39555 -3.38741 -3.02424
H: -2.01979 -2.16705 -4.14464
H: -3.02550 1.61908 0.86090
H: -2.52980 3.91986 0.16605
H: -1.63727 4.37170 -2.09965
H: -1.24466 2.48680 -3.66036
H: -1.67768 0.18395 -2.94757
H: -5.48859 -0.59366 0.04381
H: -6.97761 -0.44315 1.98780
H: -6.09782 -0.85343 4.26433
H: -3.71340 -1.44686 4.57131
H: -2.22582 -1.63435 2.62820


DFT (wB97M-V/def2-TZVPD) results for C41H42AuBN4O2S as an isolated structure at a distorted geometry.

Output
LUMO (spin up / spin down), eV: 0.169 / -2.596
Expectation value of S²: 2.0536
Total charge: 0
Calculated total energy, eV: -68456.307
F_max, hartree/bohr: 0.1496
Spin multiplicity: 3
Energy relative to the best compared isomer or geometry (same formula, charge and spin), kcal per mole: 63.16

Positions of all 92 atoms, in Å:
Au: 12.32431 10.94651 13.30128
S: 14.02357 9.95002 17.63304
C: 12.42836 9.75174 18.37914
C: 12.03350 9.78100 19.76244
C: 10.68850 9.53144 20.07156
C: 9.81333 9.10861 19.09522
C: 10.20400 9.02782 17.80040
C: 11.51364 9.33631 17.39861
N: 12.00960 9.27986 16.09847
C: 13.29256 9.50649 16.05082
C: 14.05243 9.11523 14.84731
C: 15.24410 8.40158 15.11363
C: 16.10549 8.02660 14.04394
C: 15.55248 8.15844 12.76996
C: 14.40481 8.90795 12.51772
C: 13.65696 9.44443 13.55000
H: 12.76001 9.94014 20.53186
H: 10.32367 9.76864 21.05267
H: 8.77344 8.91738 19.40198
H: 9.43235 8.80930 17.07622
H: 15.56241 8.19762 16.13956
H: 17.14214 7.69404 14.16493
H: 16.05326 7.71105 11.92728
H: 14.07895 8.85762 11.53571
C: 7.72571 15.58739 11.32890
C: 7.83186 15.15184 12.79385
C: 7.59655 16.01508 13.84347
C: 7.51356 15.61162 15.16663
C: 7.84772 14.27829 15.52059
C: 8.07413 13.37450 14.49012
C: 8.13854 13.79244 13.14218
N: 8.57604 12.82436 12.11656
C: 9.59718 11.89423 12.25703
N: 9.32444 10.66259 11.71608
C: 9.89662 9.45104 12.12224
C: 10.90909 8.84869 11.35605
C: 11.45308 7.64468 11.74672
C: 10.99645 7.02279 12.87604
C: 9.99363 7.56047 13.61898
C: 9.51525 8.80261 13.33141
C: 8.61061 9.60718 14.22460
N: 10.78492 12.26466 12.75600
C: 11.28972 13.54520 12.42768
C: 11.26124 14.01508 11.10391
C: 11.77057 15.23364 10.74799
C: 12.48824 15.99678 11.66177
C: 12.53488 15.58659 12.96855
C: 11.90776 14.37825 13.37062
C: 12.00204 14.00880 14.79200
H: 6.70407 15.31477 10.97707
H: 8.47229 15.08029 10.77084
H: 7.91162 16.62124 11.28306
H: 7.63862 17.07521 13.59718
H: 7.24657 16.35698 15.97602
H: 7.82801 14.03977 16.57412
H: 8.24236 12.29484 14.72849
H: 7.78201 12.54444 11.52433
H: 8.69346 10.69800 10.88458
H: 12.21955 7.15476 11.14374
H: 11.50738 6.13013 13.27017
H: 9.55780 7.06783 14.50442
H: 8.01635 8.96153 14.92578
H: 7.91441 10.21317 13.62379
H: 9.14067 10.32577 14.89759
H: 10.83048 13.35109 10.32199
H: 11.76350 15.54136 9.68939
H: 12.93758 16.95337 11.35864
H: 12.99954 16.15149 13.79552
H: 11.79538 14.81405 15.47988
H: 12.99667 13.58431 15.05280
H: 11.31353 13.25229 15.08971
C: 13.25249 10.78030 7.83021
C: 12.24562 9.64242 7.91179
C: 12.58327 8.60862 6.84308
O: 12.40910 9.10911 9.23604
B: 11.21615 9.40398 9.93393
O: 10.31866 10.06832 9.23820
C: 10.70802 10.12140 7.80297
C: 9.82504 9.07974 7.04633
C: 10.48407 11.55634 7.36808
H: 14.29360 10.43661 7.76414
H: 13.16880 11.44698 8.66613
H: 12.99724 11.42671 6.95303
H: 13.67811 8.40765 7.00290
H: 12.45216 8.98042 5.79272
H: 12.03993 7.64380 6.94397
H: 10.08159 8.05657 7.41060
H: 10.09908 9.14681 6.00099
H: 8.76567 9.25862 7.24438
H: 11.27670 12.22038 7.76594
H: 9.53525 11.89284 7.80185
H: 10.53068 11.70779 6.29367


DFT (wB97M-V/def2-TZVPD) results for C41H42BaP2Se as an isolated structure at a distorted geometry.

Output
LUMO, eV: -0.505
Total charge: 0
Calculated total energy, eV: -127811.937
F_max, hartree/bohr: 0.0374

Positions of all 87 atoms, in Å:
Ba: 0.36851 -0.86308 4.88519
C: -2.30738 -0.02178 5.85411
C: -2.43514 -0.31197 4.54360
C: -2.70439 0.67307 3.42945
C: -1.50500 1.38689 2.75097
C: -0.38733 1.91022 3.60246
C: -0.52558 2.36425 4.86174
C: -1.83672 2.53005 5.57553
C: -2.35718 1.36215 6.44324
C: 2.76906 0.47061 4.80338
H: -2.20018 -0.84119 6.60082
H: -2.33761 -1.37222 4.21277
H: -3.44223 1.43890 3.72643
H: -3.17943 0.08559 2.61853
H: -1.04090 0.73525 1.98867
H: -1.97185 2.18440 2.14592
H: 0.59179 1.99294 3.09384
H: 0.35901 2.76279 5.38226
H: -2.64891 2.86100 4.91287
H: -1.68661 3.36260 6.28703
H: -1.78968 1.30530 7.38509
H: -3.38355 1.65120 6.74990
H: 2.92612 -0.04992 5.77673
H: 2.63326 1.55466 4.77250
H: 2.76127 -0.10532 3.84585
P: 0.18567 -2.42961 -4.44874
P: 2.27014 0.57006 -4.72498
C: -0.23385 -0.78479 -5.08229
C: 0.50788 0.35339 -5.06586
C: -0.74717 -3.57317 -5.56425
C: -1.91990 -3.20872 -6.24011
C: -2.57450 -4.12362 -7.07342
C: -2.07317 -5.41899 -7.23256
C: -0.90588 -5.79574 -6.55443
C: -0.24253 -4.87906 -5.73536
C: -0.85647 -2.46459 -2.92121
C: -0.46650 -1.59279 -1.88748
C: -1.19494 -1.54028 -0.69933
C: -2.31969 -2.36252 -0.53065
C: -2.71269 -3.22964 -1.55803
C: -1.98497 -3.27952 -2.75311
C: 2.79150 1.37692 -6.32560
C: 2.77057 0.56388 -7.47424
C: 3.13409 1.08100 -8.71788
C: 3.53449 2.41917 -8.83323
C: 3.55883 3.23480 -7.69694
C: 3.18746 2.71828 -6.44785
C: 2.31823 2.00293 -3.56798
C: 3.41965 2.09120 -2.69300
C: 3.52062 3.14931 -1.78873
C: 2.51661 4.12595 -1.73552
C: 1.42066 4.04207 -2.60194
C: 1.32284 2.98689 -3.51808
H: -1.26741 -0.71806 -5.45690
H: 0.02988 1.28756 -5.40750
H: -2.34564 -2.21365 -6.12288
H: -3.47858 -3.82061 -7.59489
H: -2.58686 -6.13143 -7.87898
H: -0.51800 -6.80735 -6.66753
H: 0.67053 -5.17825 -5.21241
H: 0.40424 -0.94579 -2.03063
H: -0.88762 -0.86281 0.09934
H: -2.88486 -2.32904 0.40152
H: -3.58208 -3.87183 -1.43110
H: -2.30771 -3.94583 -3.55184
H: 2.44925 -0.47765 -7.38898
H: 3.10901 0.44477 -9.60137
H: 3.82772 2.82179 -9.80275
H: 3.87034 4.27420 -7.77763
H: 3.19770 3.37193 -5.57609
H: 4.20217 1.32857 -2.73318
H: 4.38067 3.21734 -1.12268
H: 2.59090 4.94712 -1.02218
H: 0.63945 4.79723 -2.56611
H: 0.46872 2.94379 -4.19218
Se: 0.63297 -2.61171 7.48621
C: 0.11677 -1.25512 8.62504
C: -0.90566 -1.60385 9.53973
C: -1.25814 -0.78002 10.58953
C: -0.62382 0.48437 10.74414
C: 0.36758 0.87228 9.80456
C: 0.71212 0.02672 8.74756
H: -1.37156 -2.58170 9.42910
H: -2.02431 -1.09080 11.31152
H: -0.89675 1.14068 11.57838
H: 0.86282 1.84605 9.93658
H: 1.50983 0.32183 8.06852


DFT (wB97M-V/def2-TZVPD) results for C41H42Br2N5OPSSc as an isolated structure at a distorted geometry.

Output
LUMO, eV: -3.580
Total charge: +1
Calculated total energy, eV: -233600.711
F_max, hartree/bohr: 0.0754
Energy relative to the best compared isomer or geometry (same formula, charge and spin), kcal per mole: 4.23

Positions of all 94 atoms, in Å:
Sc: -0.27037 -18.36993 9.92097
C: -3.35472 -15.02936 11.68058
C: -2.08218 -14.97825 10.89389
C: -1.67608 -13.92739 10.03173
C: -0.39811 -13.88457 9.48992
C: 0.47142 -14.99149 9.75685
Br: 2.26908 -14.83769 9.16476
N: 0.08224 -16.03246 10.49450
C: -1.15816 -15.92712 11.16482
H: -3.88251 -14.03774 11.69633
H: -3.12915 -15.31975 12.72011
H: -4.05411 -15.80368 11.31976
H: -2.46191 -13.15652 9.75371
H: -0.06989 -13.11750 8.80797
H: -1.38889 -16.68902 11.92115
O: -0.80239 -18.78118 11.71591
N: -1.87187 -19.17856 10.83747
C: -2.81976 -19.71006 11.50977
C: -3.97569 -20.24766 10.92821
C: -4.96614 -20.77177 11.78138
C: -6.14782 -21.24669 11.19838
C: -6.32595 -21.20181 9.80745
C: -5.37255 -20.69399 8.95375
C: -4.19469 -20.21526 9.51830
P: -2.90289 -19.66426 8.44358
C: -3.52179 -18.27117 7.38482
C: -4.15984 -18.28610 6.14722
C: -4.52050 -17.11554 5.49949
C: -4.50847 -15.88256 6.16438
C: -4.05981 -15.85842 7.50478
C: -3.60652 -17.07178 8.10161
C: -2.73520 -20.98810 7.24956
C: -2.91443 -22.29845 7.73116
C: -2.56898 -23.38034 6.93410
C: -2.04298 -23.15538 5.64755
C: -1.85945 -21.86518 5.16429
C: -2.18408 -20.78697 6.00365
H: 2.41890 -17.73641 12.73243
H: -2.69627 -19.72663 12.62226
H: -4.65677 -20.95278 12.81884
H: -6.90954 -21.63838 11.85192
H: -7.19408 -21.60850 9.34517
H: -5.48441 -20.74994 7.87373
H: -4.26114 -19.21954 5.54554
H: -4.90268 -17.20874 4.47022
H: -4.82949 -14.98690 5.64266
H: -4.12355 -15.01524 8.15750
H: -3.24223 -17.02677 9.12770
H: -3.32407 -22.46808 8.74702
H: -2.74956 -24.40117 7.29263
H: -1.75358 -24.00269 5.08897
H: -1.69815 -21.66293 4.10213
H: -2.09422 -19.76714 5.52592
C: 3.05519 -17.99190 9.44114
C: 2.66972 -19.40728 9.65470
C: 3.49354 -20.53179 9.89846
C: 2.62689 -21.62675 9.89701
C: 1.32049 -21.14966 9.79350
C: 0.02376 -21.88089 9.60199
N: 1.36858 -19.75785 9.54096
H: 3.63656 -17.60898 10.21093
H: 2.15302 -17.37230 9.28894
H: 3.59240 -17.89182 8.47116
H: 4.56234 -20.48912 10.11716
H: 2.84051 -22.65455 10.09150
H: -0.00417 -22.39874 8.61663
H: -0.81751 -21.15942 9.64905
H: -0.01627 -22.58986 10.40801
C: 0.46541 -16.09484 4.23753
N: 0.94821 -17.39955 4.75198
C: 1.52705 -18.40569 3.86205
C: 1.86108 -19.54260 4.87561
N: 1.48547 -19.02597 6.14980
C: 0.89798 -17.80446 6.04103
S: 0.15299 -16.98341 7.28026
H: 0.12828 -15.43992 5.06088
H: -0.38212 -16.28106 3.52310
H: 1.29946 -15.56869 3.68573
H: 2.34696 -17.94371 3.32611
H: 0.75696 -18.72315 3.13791
H: 2.94667 -19.74321 4.85097
H: 1.33293 -20.48535 4.67488
H: 1.47701 -19.57378 7.01392
Br: 6.40422 -15.81523 16.35955
C: 5.27583 -16.45010 15.00192
C: 4.33441 -15.51908 14.52415
C: 3.28164 -15.97477 13.73038
C: 3.24433 -17.34078 13.38795
C: 4.20311 -18.22415 13.83235
C: 5.24672 -17.79169 14.64884
H: 4.37906 -14.46275 14.84329
H: 2.49834 -15.28105 13.38444
H: 4.14504 -19.24972 13.51090
H: 6.09466 -18.42659 14.97206